33
Properties=species:S:1:pos:R:3 method="wB97M-V/def2-TZVPD" spin_multiplicity=2 e_lumo_ev="-1.0232 / -1.0492" orbital_gap_ev="8.152 / 8.491" total_charge=0
C -3.503 0.794 1.732
C -2.596 0.593 0.651
C -1.636 0.148 -0.646
N -2.610 0.136 -1.842
C -1.936 -0.191 -3.004
O -0.968 -0.213 -3.962
C -0.481 1.305 -0.754
C 0.765 1.165 0.295
C 2.189 1.577 -0.480
C 0.576 2.358 1.452
N 0.846 -0.133 1.055
O 0.134 -0.128 2.197
C 0.457 -1.343 0.242
C 1.437 -1.686 -1.026
C 0.598 -2.647 1.280
C -1.090 -1.356 -0.294
H -4.487 1.033 2.357
H -0.026 1.457 -1.826
H -1.024 2.336 -0.493
H 2.291 2.734 -0.649
H 2.109 1.100 -1.570
H 3.132 1.092 0.014
H 1.361 2.171 2.332
H 0.927 3.389 0.962
H -0.531 2.433 1.846
H 2.538 -1.279 -0.818
H 1.019 -1.160 -2.011
H 1.514 -2.867 -1.151
H 0.587 -3.682 0.696
H -0.269 -2.703 2.064
H 1.601 -2.511 1.909
H -1.751 -1.784 0.602
H -1.174 -2.138 -1.159